1.
ORCA calculation (wB97M-V/def2-TZVPD) on one molecule with the formula C4H7N3S at a distorted geometry.

```
! RIJCOSX wB97M-V def2-TZVPD def2/J DEFGRID3
* xyz 0 1
C -0.08635 -2.08891 1.47674
C 0.04886 0.15964 0.50188
C 0.09581 1.14016 -1.58230
C -0.30947 -0.17116 -0.90918
H -0.40327 -2.47216 0.53028
H 0.32316 -0.36860 2.42886
H 0.59092 2.94981 -0.48599
H 1.16667 1.07227 -1.87802
H -0.63239 1.45952 -2.42992
H -1.38736 -0.31482 -0.94973
H 0.26050 -1.02899 -1.23185
N 0.13849 -0.75322 1.54342
N 0.20320 1.42560 0.71351
N -0.04112 2.11381 -0.46346
S 0.03235 -3.12296 2.73576
*
```

## Properties
SMILES string: S=CNC1=NNCC1
Relative energy (zero: lowest compared OMol25 entry of this formula, charge and spin): 44.0 kcal/mol
Maximum force: 2.168 eV Å⁻¹

2.
ORCA calculation (wB97M-V/def2-TZVPD) on one molecule with the formula C18H14BrF4N3O2 at a distorted geometry.

```
! RIJCOSX wB97M-V def2-TZVPD def2/J DEFGRID3
* xyz 0 1
O 1.94429 0.72141 2.27693
C 1.50972 0.40790 1.14061
N 0.80647 1.44504 0.41966
N 0.04277 1.09954 -0.73470
C -0.61678 2.00747 -1.20086
C -1.53336 2.14850 -2.23373
F -2.84660 2.42917 -1.81004
F -1.05827 3.23140 -3.23793
H -1.52738 1.30541 -2.92425
C -0.44347 3.29323 -0.10961
H -1.49074 3.81392 0.38196
H -0.17194 4.31391 -0.69841
C 0.49023 2.56054 0.83742
O -0.07442 2.84338 2.24496
H 0.47358 2.26963 2.70186
C 1.78655 3.39518 1.06967
F 1.75544 4.60050 1.12051
F 2.43318 3.15644 -0.16264
H 2.61633 3.17108 1.68486
C 1.40734 -0.87293 0.62024
C 2.62653 -1.42290 0.09679
C 2.65494 -2.57675 -0.30901
N 1.70736 -3.26069 -0.72460
C 0.42690 -2.87438 -0.28411
C -0.62843 -3.55051 -1.03733
C -1.80729 -3.29818 -0.48168
C -2.06764 -2.29784 0.21580
C -0.99107 -1.14666 0.53530
C 0.19945 -1.72312 0.32395
H -1.16860 -0.43784 1.19238
Br -3.83738 -1.47761 0.62868
H -2.77996 -3.94901 -0.85408
H -0.41413 -4.61206 -1.28704
C 4.04801 -3.38563 -0.85520
C 5.24965 -3.13620 0.04945
C 5.26255 -2.18519 -1.23824
H 5.09482 -1.31335 -1.47671
H 5.83831 -2.73735 -1.81224
H 5.15279 -2.43573 0.95873
H 5.82932 -3.78533 0.25794
H 4.03541 -4.29290 -1.16282
H 3.41718 -0.77145 0.65887
*
```

## Properties
SMILES string: O=C(c1cc(C2CC2)nc2ccc(Br)cc12)N1N=C(C(F)F)C[C@]1(O)C(F)F
Relative energy (zero: lowest compared OMol25 entry of this formula, charge and spin): 372.8 kcal/mol
Maximum force: 17.221 eV Å⁻¹

3.
ORCA calculation (wB97M-V/def2-TZVPD) on C35H44BN7OS3Tc as an isolated structure.

```
! RIJCOSX wB97M-V def2-TZVPD def2/J DEFGRID3
* xyz 3 1
Tc -3.27877 -0.09975 0.56480
C -0.87291 -4.38962 -1.19783
C 0.04278 -3.27344 -0.80033
C 1.40072 -3.38564 -0.92004
C 2.26994 -2.33524 -0.55160
N 1.78113 -1.22059 -0.05116
N 0.44825 -1.10385 0.05864
B 0.04924 0.27995 0.53716
N -0.28567 1.24517 -0.54010
N 0.49257 0.99347 -1.63526
C 0.55459 1.90523 -2.55635
C -0.15397 3.14204 -2.41041
C -0.96239 3.37777 -1.34501
C -1.73977 4.64105 -1.17163
C -1.07284 2.33061 -0.37056
S -2.18456 2.37362 0.90135
C 1.42520 1.64520 -3.76899
C 2.58655 2.65200 -3.73171
C 1.98344 0.22340 -3.74696
C 0.59018 1.85297 -5.04068
N -0.61061 0.32794 1.95380
N 0.63699 0.76960 1.88651
C 1.24042 1.37836 2.89286
C 0.49927 1.38522 4.10103
C -0.77951 0.89035 4.20557
C -1.56707 0.93507 5.46944
C -1.37730 0.37913 3.01248
S -3.04221 -0.09775 2.85015
C 2.59313 2.01297 2.71970
C 2.98393 2.03492 1.24318
C 3.60678 1.20614 3.54874
C 2.50586 3.45673 3.24860
C -0.43355 -2.03786 -0.29081
S -2.20659 -1.95915 -0.12625
C 3.76826 -2.48592 -0.71956
C 4.22680 -3.64391 0.18323
C 4.06067 -2.82394 -2.19102
C 4.51047 -1.20992 -0.33673
H -0.29128 -5.24780 -1.52491
H -1.52502 -4.08555 -2.01830
H -1.50678 -4.70075 -0.36707
H 1.82320 -4.30515 -1.30353
H -0.05206 3.89494 -3.18114
H -1.47353 5.36274 -1.93987
H -1.55199 5.07968 -0.19050
H -2.81310 4.44727 -1.22965
H 3.20592 2.50657 -2.84399
H 2.23716 3.68564 -3.74275
H 3.21543 2.51232 -4.61075
H 2.58182 0.04737 -2.85091
H 2.62090 0.07777 -4.61883
H 1.18539 -0.52098 -3.78246
H 0.25481 2.88437 -5.15549
H -0.28450 1.19992 -5.05497
H 1.19913 1.61551 -5.91254
H 0.95560 1.84638 4.96727
H -0.97384 1.33208 6.28882
H -1.91449 -0.06417 5.74007
H -2.45067 1.56458 5.33881
H 2.99315 1.03977 0.80633
H 3.98555 2.45297 1.14894
H 2.30699 2.67185 0.66544
H 3.71594 0.18978 3.16591
H 3.32684 1.15417 4.60185
H 4.57714 1.69820 3.48981
H 1.73943 4.02981 2.72393
H 3.46607 3.94281 3.07910
H 2.30772 3.49961 4.31972
H 3.78696 -4.59777 -0.11231
H 3.98135 -3.45583 1.23024
H 5.30882 -3.74858 0.10594
H 3.60410 -3.76391 -2.50329
H 5.13705 -2.93232 -2.32064
H 3.71848 -2.03199 -2.85981
H 4.43057 -1.00534 0.73154
H 4.13847 -0.34492 -0.88829
H 5.56681 -1.33172 -0.57360
O -5.27738 2.52619 -2.06742
C -4.68021 1.76956 -1.43070
N -4.01889 1.00105 -0.77056
C -4.64669 -1.16336 0.71447
C -5.75124 -1.98283 0.76431
C -6.61537 -2.02354 -0.36001
C -7.72533 -2.83265 -0.31158
C -7.98166 -3.58746 0.83393
C -7.13650 -3.55083 1.94488
C -6.01932 -2.75165 1.92521
H -6.39516 -1.42413 -1.23336
H -8.39980 -2.88240 -1.15486
H -8.86094 -4.21849 0.86258
H -7.36453 -4.14769 2.81681
H -5.35001 -2.70339 2.77398
*
```

## Properties
Maximum force: 0.665 eV Å⁻¹

| no. | HOMO energy (eV) | HOMO-LUMO gap (Ha) | lowest unoccupied orbital energy (eV) |
| --- | --- | --- | --- |
| 1 | -8.14 | 0.3106 | 0.3 |
| 2 | -8.77 | 0.2683 | -1.5 |
| 3 | -16.34 | 0.2144 | -10.5 |